## P
C4H12OS2 | wB97M-V/def2-TZVPD

* frontier orbital gap: 8.99 eV

Positions of all 19 atoms, in Å:
C: -2.6883 -4.0899 3.0013
C: -2.3470 -2.7078 2.3879
S: -0.5704 -2.2123 2.7886
C: -0.6938 -0.4077 2.7262
S: -1.3209 0.4000 1.1690
C: 0.0000 0.0000 0.0000
H: -1.8592 -4.8165 3.0368
H: -3.5128 -4.5255 2.4122
H: -3.0457 -3.9135 4.0298
H: -3.0372 -2.0034 2.8908
H: -2.6278 -2.7479 1.3178
H: 0.2621 0.0816 2.9950
H: -1.4363 -0.1462 3.5045
H: -0.1452 0.4570 -0.9933
H: 0.0869 -1.0925 -0.1246
H: 0.9422 0.3813 0.4283
O: 1.5147 1.2793 -1.0657
H: 0.9534 2.0874 -1.0794
H: 1.0160 0.6218 -1.6016

## Q
C4H12OS2 | wB97M-V/def2-TZVPD

* frontier orbital gap: 9.22 eV

Positions of all 19 atoms, in Å:
C: -0.6242 1.1534 -1.8518
C: -0.6695 -0.1178 -1.0970
C: 0.2752 -0.2007 0.1387
S: 1.9992 0.0087 -0.3491
S: 2.9764 -1.3712 0.7797
C: 3.0809 -0.7010 2.3751
H: -1.2528 0.9060 -2.7237
H: 0.3896 1.4020 -2.2081
H: -1.0488 2.0404 -1.3522
H: -1.6757 -0.2547 -0.6561
H: -0.4895 -0.9599 -1.7927
H: 0.2656 -1.1749 0.6643
H: -0.1011 0.5657 0.8434
H: 3.5598 -1.4552 3.0219
H: 2.1374 -0.3802 2.8478
H: 3.7503 0.1722 2.2977
O: -4.3112 0.5043 -0.3367
H: -3.9054 0.0488 0.4354
H: -4.3560 -0.1859 -1.0365

## R
C4H12OS2 | wB97M-V/def2-TZVPD

* frontier orbital gap: 9.04 eV

Positions of all 19 atoms, in Å:
C: -0.3829 -0.7911 -2.8951
C: -0.7221 0.4899 -2.1684
C: 0.3426 0.9462 -1.1417
S: -0.1633 0.8585 0.5883
S: -0.7002 -1.1183 0.7536
C: -2.4691 -0.9913 1.2811
H: 0.5646 -0.6892 -3.4275
H: -1.1362 -1.0669 -3.6304
H: -0.2144 -1.6399 -2.2335
H: -1.6635 0.4556 -1.6249
H: -0.9320 1.2622 -2.9190
H: 0.6103 1.9892 -1.3066
H: 1.2047 0.3470 -1.2963
H: -2.9129 -1.9325 0.9870
H: -2.8361 -0.1225 0.7812
H: -2.4718 -0.8873 2.3609
O: 4.4963 0.5022 2.2306
H: 3.6006 0.5585 2.5683
H: 5.0463 1.0659 2.7912

Which one sits at the top of the stability order? R does.

## P
C3H5NO3S | wB97M-V/def2-TZVPD

* frontier orbital gap: 9.05 eV

Positions of all 13 atoms, in Å:
C: -0.6140 1.3212 0.7590
C: 0.0165 0.0414 0.2843
C: 0.0110 -0.3913 -1.2454
H: -0.8076 1.6505 -1.3471
H: 0.2441 1.7626 1.6726
H: -1.7559 1.1238 1.5172
H: 1.5127 -2.2765 2.4700
H: 0.2621 -1.6344 -2.4599
N: 0.4709 -0.5340 1.3163
O: -0.5259 2.1924 -0.4926
O: 0.6599 -1.4013 -1.5727
O: -0.7028 0.1761 -2.0277
S: 1.2290 -2.0305 1.1261

## Q
C3H5NO3S | wB97M-V/def2-TZVPD

* frontier orbital gap: 9.12 eV

Positions of all 13 atoms, in Å:
C: 1.3241 0.0708 0.9761
C: 0.2684 1.0391 0.2933
C: -1.2255 -0.9383 0.3062
H: 1.7023 -2.2714 -0.0698
H: 2.0615 0.6312 1.4619
H: 0.7696 -0.6788 1.5102
H: -2.6820 -0.0290 -0.7914
H: -0.5011 -1.3945 1.0991
N: -0.7921 0.1802 -0.3023
O: 0.2374 2.2211 0.1061
O: -2.0579 0.8076 -0.5895
O: -2.3871 -1.4628 0.2248
S: 2.2283 -0.6922 -0.5300

Which one sits at the top of the stability order? P does.

## P
C18H43CsN3NbOSi2 | wB97M-V/def2-TZVPD

* frontier orbital gap (alpha / beta): 7.28 / 7.28 eV
* net charge: +2

Positions of all 69 atoms, in Å:
N: 1.7919 -0.4620 0.1572
C: 2.8232 -0.8098 0.7255
O: 3.8814 -1.1455 1.1294
Cs: 0.5150 0.8288 -3.4442
Nb: -0.1940 -0.2212 0.1970
N: -1.0506 -1.4827 -1.1760
N: 0.0603 1.4797 -0.9236
C: -0.5767 -2.8815 -0.9507
C: 0.9164 2.7353 -0.8894
C: 0.6597 -3.1441 -1.8188
C: -1.6555 -3.9245 -1.2771
C: -0.2288 -3.0038 0.5168
C: 0.3830 3.7677 -1.9108
C: 0.8705 3.3260 0.5257
C: 2.3671 2.3492 -1.2548
H: 0.4273 -3.0324 -2.8887
H: 1.0079 -4.1749 -1.6472
H: 1.4867 -2.4626 -1.5694
H: -2.6104 -3.6763 -0.7969
H: -1.3321 -4.8998 -0.8827
H: -1.8016 -4.0495 -2.3573
H: 0.4636 -2.1637 0.8380
H: 0.3438 -3.9244 0.7015
H: -1.1435 -3.0290 1.1326
H: 0.7373 3.5921 -2.9449
H: 0.7825 4.7515 -1.6132
H: -0.7110 3.8639 -1.9239
H: -0.0945 3.8153 0.7542
H: 1.6525 4.0976 0.6174
H: 1.0751 2.5643 1.2952
H: 2.6477 1.3493 -0.8832
H: 3.0460 3.0716 -0.7711
H: 2.5769 2.4296 -2.3422
C: -1.4018 1.6716 -0.9862
H: -1.9368 0.8269 -0.4585
H: -1.6976 2.6090 -0.4969
H: -1.8040 1.6787 -2.0224
C: -1.9178 -1.3144 -2.3672
H: -2.7778 -2.0025 -2.3054
H: -2.3593 -0.3056 -2.4360
H: -1.3747 -1.5510 -3.3092
C: -0.4526 2.3410 3.9088
Si: -1.5835 1.1193 3.0277
C: -2.8185 0.4058 4.2584
C: -2.6970 2.1574 1.9269
C: -0.6286 -0.3531 2.3105
Si: 0.6510 -1.0438 3.5667
C: -0.1591 -1.3381 5.2522
C: 1.3558 -2.7542 3.2241
C: 2.1201 0.0917 3.8078
H: -1.0540 3.2315 4.1504
H: 0.3953 2.6728 3.2985
H: -0.0593 1.9419 4.8518
H: -3.5588 1.1899 4.4776
H: -3.3522 -0.4456 3.8108
H: -2.3760 0.0753 5.2049
H: -2.1971 3.0330 1.4981
H: -3.1875 1.5951 1.1259
H: -3.5033 2.5259 2.5843
H: -1.3994 -1.1501 2.2144
H: -1.1215 -1.8569 5.1613
H: 0.5123 -1.9921 5.8281
H: -0.3172 -0.4206 5.8303
H: 2.1789 -2.7517 2.4967
H: 1.7640 -3.1146 4.1824
H: 0.5965 -3.4788 2.9067
H: 3.0544 -0.4542 3.5895
H: 2.0941 0.9965 3.1846
H: 2.1560 0.4024 4.8655

## Q
C18H43CsN3NbOSi2 | wB97M-V/def2-TZVPD

* frontier orbital gap: 7.40 eV
* net charge: +2

Positions of all 69 atoms, in Å:
N: -0.8186 1.4601 -1.5833
C: -1.1597 2.6392 -1.6521
O: -1.4918 3.7546 -1.8616
Cs: -0.1142 -1.3721 -4.4483
Nb: 0.1966 -0.0464 -0.6966
N: 1.8897 -0.4439 -1.8085
N: -0.7343 -1.7512 -1.4616
C: 2.7646 0.7575 -1.8681
C: -2.1236 -2.3333 -1.6503
C: 2.5228 1.4550 -3.2091
C: 4.2452 0.3856 -1.7337
C: 2.3803 1.6605 -0.7224
C: -2.0239 -3.6232 -2.4949
C: -2.7700 -2.7603 -0.3233
C: -3.0069 -1.2738 -2.3148
H: 2.7853 0.8012 -4.0554
H: 3.1519 2.3550 -3.2650
H: 1.4724 1.7696 -3.3232
H: 4.4199 -0.2205 -0.8354
H: 4.8355 1.3074 -1.6410
H: 4.6260 -0.1574 -2.6067
H: 1.2591 1.8205 -0.6918
H: 2.8034 2.6667 -0.8666
H: 2.7515 1.2677 0.2354
H: -1.4528 -3.5581 -3.4364
H: -3.0366 -3.9601 -2.7678
H: -1.5650 -4.4367 -1.9144
H: -2.2506 -3.6206 0.1203
H: -3.8001 -3.0906 -0.5379
H: -2.8221 -1.9248 0.3873
H: -2.9114 -0.2908 -1.8253
H: -4.0585 -1.5835 -2.2077
H: -2.8387 -1.1427 -3.4015
C: 0.1667 -2.5938 -0.6282
H: 0.9055 -1.9570 -0.0430
H: -0.3645 -3.2049 0.1150
H: 0.7650 -3.2846 -1.2552
C: 2.4022 -1.5895 -2.6060
H: 3.3338 -1.9613 -2.1512
H: 1.7226 -2.4627 -2.6063
H: 2.6331 -1.2923 -3.6557
C: -2.3259 0.0152 3.1187
Si: -0.5415 -0.4599 2.7467
C: 0.4709 -0.3237 4.3386
C: -0.5696 -2.3223 2.5089
C: 0.2191 0.6208 1.3700
Si: -0.2478 2.4737 1.7665
C: -0.0096 2.8968 3.6063
C: 0.8332 3.7854 0.9687
C: -2.0407 2.9329 1.4611
H: -2.7458 -0.7428 3.7972
H: -2.9437 0.0257 2.2125
H: -2.4254 0.9869 3.6176
H: 0.0187 -0.9927 5.0857
H: 1.4980 -0.6722 4.1657
H: 0.5204 0.6773 4.7758
H: -1.3970 -2.6590 1.8747
H: 0.3754 -2.7149 2.1155
H: -0.7191 -2.7751 3.5041
H: 1.3133 0.5583 1.5561
H: 0.9993 2.6504 3.9612
H: -0.1320 3.9874 3.7034
H: -0.7385 2.4257 4.2776
H: 0.6049 3.9825 -0.0868
H: 0.6410 4.7226 1.5148
H: 1.9045 3.5703 1.0666
H: -2.2316 3.2889 0.4432
H: -2.7450 2.1268 1.6835
H: -2.2749 3.7708 2.1390

Which one sits at the top of the stability order? Q does.

## P
C5H7FN2 | wB97M-V/def2-TZVPD

* frontier orbital gap: 9.82 eV

Positions of all 15 atoms, in Å:
C: 1.2011 1.4668 1.2458
C: 0.6698 0.3527 1.7356
C: 0.2455 0.5882 -0.3597
C: -0.7436 -1.4721 0.6377
C: -0.3067 0.1755 -2.3437
N: 1.0061 1.6482 -0.1399
N: -0.0466 -0.2009 0.6818
F: -1.6406 0.1312 -2.4679
H: 1.7451 2.2777 1.8148
H: 0.3620 0.1780 2.7086
H: -1.0366 -1.6173 1.6204
H: -1.5316 -1.3932 -0.0901
H: -0.1941 -2.4409 0.2557
H: 0.1740 -0.7546 -2.5521
H: 0.0963 1.0606 -2.7470

## Q
C5H7FN2 | wB97M-V/def2-TZVPD

* frontier orbital gap: 10.02 eV

Positions of all 15 atoms, in Å:
H: 1.7126 -2.7809 -0.2013
N: 2.2665 -1.9488 -0.2497
C: 1.5733 -0.9296 0.0998
C: 0.1822 -0.8106 0.4054
C: -0.4418 0.4378 -0.4622
C: 0.1329 1.7623 0.0123
N: 1.5507 1.5831 0.0562
C: 2.1881 0.4535 0.1020
F: 3.5283 0.5352 -0.0322
H: -0.3928 -1.7205 0.0844
H: -0.0089 -0.8110 1.5123
H: -0.1623 0.2736 -1.5811
H: -1.5623 0.5468 -0.6660
H: 0.0633 2.4656 -0.7604
H: -0.1926 2.1203 0.9871

Which one sits at the top of the stability order? Q does.

## P
C29H48AsCl5FN6O4PdSSi3 | wB97M-V/def2-TZVPD

* frontier orbital gap: 6.83 eV
* net charge: +1

Positions of all 99 atoms, in Å:
Pd: 0.2390 0.0367 0.5982
Cl: -1.8652 -0.5820 2.3580
C: -0.3894 -0.2710 3.2597
C: 0.4590 0.6507 2.6838
C: 1.4920 1.0636 3.5119
Cl: 2.4299 2.4875 3.0593
C: 1.7633 0.4731 4.7415
Cl: 3.0805 1.0061 5.7150
C: 0.9527 -0.5798 5.1900
Cl: 1.3168 -1.3794 6.6621
C: -0.1765 -0.9432 4.4580
Cl: -1.2399 -2.1628 5.0181
F: -4.5089 -2.9791 4.1102
C: -4.2615 -3.1852 2.8154
C: -3.1121 -3.7250 2.4062
N: -2.8263 -3.9337 1.0749
C: -1.4589 -4.3011 0.7050
C: -0.5419 -3.0595 0.6997
O: 0.4581 -3.1022 1.4633
O: -0.8614 -2.1102 -0.0529
C: -3.7377 -3.6247 0.0882
O: -3.5469 -3.8144 -1.0955
N: -4.9204 -3.0797 0.5548
C: -5.2764 -2.7559 1.8613
O: -6.3087 -2.1844 2.1216
H: -2.3386 -4.0046 3.1074
H: -1.4850 -4.7530 -0.2838
H: -1.0929 -5.0281 1.4260
H: -5.5942 -2.8464 -0.1598
N: -0.4905 4.7198 2.5447
C: -1.9175 4.2633 2.7186
C: -2.0134 2.8495 2.1594
N: -1.5411 2.7218 0.7940
C: -0.2447 3.3295 0.5712
C: -0.1235 4.7563 1.0849
H: 0.1351 4.0450 3.0037
H: -0.3371 5.6224 2.9894
H: -2.5323 4.9781 2.1721
H: -2.1566 4.3111 3.7797
H: -3.0375 2.4892 2.2389
H: -1.3975 2.1990 2.7877
H: -2.2301 3.0019 0.1075
H: -0.0045 3.2966 -0.4865
H: 0.5088 2.7219 1.0788
H: -0.8183 5.4485 0.6090
H: 0.8930 5.1392 1.0058
C: 1.5376 -1.9240 -4.5238
Si: 0.7202 -2.1015 -2.8383
C: -0.8280 -3.1111 -3.0920
C: 1.9092 -2.8744 -1.6144
As: 0.2282 0.0819 -1.9544
Si: 1.7768 1.4605 -3.1107
C: 2.0650 3.0991 -2.2306
C: 1.0959 1.8626 -4.8115
C: 3.4294 0.5704 -3.2120
Si: -1.9396 0.6945 -2.6956
C: -2.2865 0.0381 -4.4114
C: -2.0131 2.5885 -2.7230
C: -3.1517 0.0133 -1.4528
H: 1.3489 -2.8453 -5.0820
H: 2.6173 -1.7820 -4.4680
H: 1.1126 -1.1093 -5.1129
H: -0.5268 -4.1644 -3.0938
H: -1.2624 -2.9069 -4.0719
H: -1.5878 -2.9795 -2.3270
H: 1.8407 -3.9638 -1.6785
H: 1.6640 -2.5894 -0.5919
H: 2.9419 -2.5882 -1.8236
H: 1.2108 3.7763 -2.3010
H: 2.8997 3.5842 -2.7467
H: 2.3503 2.9756 -1.1838
H: 0.0485 2.1672 -4.7782
H: 1.1836 1.0280 -5.5078
H: 1.6668 2.6983 -5.2272
H: 3.4437 -0.3654 -2.6529
H: 4.2089 1.2115 -2.7931
H: 3.6904 0.3525 -4.2493
H: -1.4519 0.1900 -5.0984
H: -3.1562 0.5554 -4.8269
H: -2.5181 -1.0263 -4.3771
H: -1.1315 3.0699 -2.2936
H: -2.8956 2.9379 -2.1789
H: -2.1089 2.9557 -3.7471
H: -3.3230 -1.0461 -1.6490
H: -4.1049 0.5457 -1.5239
H: -2.7764 0.1003 -0.4312
C: 5.2349 0.7609 1.7592
N: 4.3289 -0.3406 2.0427
C: 4.5911 -1.3586 2.9417
C: 3.5228 -2.1843 2.9196
N: 2.6268 -1.6735 2.0101
C: 3.1187 -0.5502 1.4867
S: 2.3958 0.5012 0.3014
H: 5.3391 1.3869 2.6435
H: 4.8277 1.3546 0.9464
H: 6.2045 0.3646 1.4654
H: 5.5028 -1.3883 3.5116
H: 3.3165 -3.0886 3.4650
H: 1.7210 -2.1693 1.7365

## Q
C29H48AsCl5FN6O4PdSSi3 | wB97M-V/def2-TZVPD

* frontier orbital gap: 7.18 eV
* net charge: +1

Positions of all 99 atoms, in Å:
Pd: 0.3123 0.1872 0.4145
Cl: -2.1476 -0.5769 2.1542
C: -0.7365 -0.3041 3.1222
C: 0.3157 0.3874 2.5051
C: 1.2104 0.9378 3.4215
Cl: 2.2992 2.2434 2.9399
C: 1.2425 0.6001 4.7786
Cl: 2.4548 1.2349 5.8250
C: 0.2792 -0.2605 5.2900
Cl: 0.3211 -0.7457 6.9343
C: -0.7625 -0.6686 4.4611
Cl: -2.0689 -1.5868 5.0900
F: -4.3392 -3.7364 4.2757
C: -4.1365 -3.6632 2.9572
C: -2.9620 -3.9897 2.4174
N: -2.7341 -3.9340 1.0576
C: -1.3837 -4.1678 0.5548
C: -0.5210 -2.8989 0.6629
O: 0.4356 -2.9458 1.4716
O: -0.8596 -1.9267 -0.0538
C: -3.7210 -3.5437 0.1772
O: -3.5848 -3.5383 -1.0286
N: -4.9161 -3.2003 0.7788
C: -5.2408 -3.1833 2.1362
O: -6.3220 -2.8192 2.5286
H: -2.1294 -4.3096 3.0287
H: -1.4622 -4.4648 -0.4887
H: -0.9352 -4.9715 1.1339
H: -5.6526 -2.9276 0.1430
N: -0.1539 4.5948 2.7763
C: -1.6019 4.2289 2.9651
C: -1.8821 2.9526 2.1790
N: -1.4725 3.0101 0.7900
C: -0.1290 3.5178 0.5962
C: 0.1499 4.8279 1.3208
H: 0.4532 3.8254 3.0983
H: 0.0824 5.4146 3.3332
H: -2.1816 5.0790 2.6050
H: -1.7795 4.0939 4.0310
H: -2.9438 2.7203 2.2457
H: -1.3462 2.1322 2.6635
H: -2.1516 3.4591 0.1902
H: 0.0685 3.6375 -0.4648
H: 0.5872 2.7803 0.9764
H: -0.4870 5.6486 0.9908
H: 1.1965 5.1184 1.2398
C: 1.4004 -1.9878 -4.6450
Si: 0.7471 -2.1603 -2.8980
C: -0.7944 -3.2006 -2.9820
C: 2.0689 -2.8538 -1.7774
As: 0.2656 0.0230 -2.0605
Si: 1.7748 1.4294 -3.2405
C: 1.9369 3.0868 -2.3741
C: 1.1108 1.7568 -4.9581
C: 3.4695 0.6217 -3.3029
Si: -1.9189 0.6573 -2.7315
C: -2.2998 -0.0522 -4.4151
C: -1.9535 2.5433 -2.8028
C: -3.1048 0.0407 -1.4407
H: 1.4417 -2.9879 -5.0864
H: 2.4019 -1.5611 -4.6942
H: 0.7334 -1.3918 -5.2705
H: -0.4991 -4.2547 -2.9844
H: -1.3251 -3.0193 -3.9183
H: -1.4837 -3.0410 -2.1553
H: 2.1900 -3.9244 -1.9644
H: 1.8111 -2.7201 -0.7272
H: 3.0319 -2.3725 -1.9580
H: 1.0260 3.6821 -2.4612
H: 2.7378 3.6458 -2.8664
H: 2.2045 2.9788 -1.3215
H: 0.0928 2.1490 -4.9298
H: 1.1158 0.8615 -5.5805
H: 1.7403 2.5044 -5.4486
H: 3.5139 -0.2975 -2.7202
H: 4.2160 1.3044 -2.8914
H: 3.7541 0.3929 -4.3315
H: -1.5001 0.1332 -5.1340
H: -3.2127 0.4052 -4.8062
H: -2.4683 -1.1273 -4.3530
H: -1.1092 2.9936 -2.2802
H: -2.8758 2.9109 -2.3456
H: -1.9344 2.9012 -3.8338
H: -3.1359 -1.0494 -1.4271
H: -4.1084 0.4219 -1.6516
H: -2.8081 0.3813 -0.4462
C: 5.3129 0.7549 1.8169
N: 4.3763 -0.3353 2.0309
C: 4.5597 -1.3617 2.9395
C: 3.4679 -2.1525 2.8591
N: 2.6423 -1.6141 1.9028
C: 3.1935 -0.5072 1.4061
S: 2.5598 0.5353 0.1785
H: 5.4384 1.3175 2.7404
H: 4.9156 1.4097 1.0469
H: 6.2730 0.3576 1.4934
H: 5.4429 -1.4271 3.5489
H: 3.2052 -3.0487 3.3916
H: 1.6961 -2.0212 1.6359

Which one sits at the top of the stability order? Q does.